The following is a quantum chemistry calculation of C15H9N3O5S in the gas phase in a non-equilibrium geometry, from the OMol25 dataset.

Calculated values
**SMILES**: O=C1NC(=O)N(c2ccccc2)C(=O)/C1=C/c1ccc([N+](=O)[O-])s1
**Maximum force**: 0.0984 hartree/bohr
**Orbital gap**: 6.46 eV
**Charge**: 0
**Energy relative to the best compared isomer or geometry (same formula, charge and spin)**: 0.000 eV

```
33
Properties=species:S:1:pos:R:3:mulliken_charge:R:1
O -2.649 0.439 1.077 -0.686
C -1.511 0.040 0.965 0.376
N -1.260 -1.071 1.673 -0.102
C -0.002 -1.443 1.925 0.475
O 0.123 -2.224 2.824 -0.600
N 1.043 -0.841 1.238 0.260
C 2.395 -1.241 1.488 -0.028
C 2.953 -1.261 2.784 -0.157
C 4.240 -1.698 3.090 -0.614
C 5.034 -2.203 2.052 -0.395
C 4.487 -2.199 0.755 -0.610
C 3.211 -1.670 0.447 -0.206
C 0.747 0.076 0.226 0.611
O 1.577 0.545 -0.569 -0.633
C -0.584 0.607 0.139 0.084
C -0.890 1.754 -0.762 -0.640
C -2.071 1.862 -1.615 0.408
C -2.833 0.815 -2.032 -0.312
C -3.903 1.240 -2.904 -0.473
C -3.910 2.566 -3.195 0.082
N -4.732 3.217 -4.117 0.935
O -4.527 4.425 -4.324 -0.569
O -5.606 2.553 -4.681 -0.552
S -2.582 3.352 -2.404 -0.115
H -1.927 -1.315 2.362 0.271
H 2.322 -0.890 3.552 0.364
H 4.516 -1.609 4.146 0.343
H 5.996 -2.630 2.259 0.406
H 5.127 -2.500 -0.079 0.317
H 2.852 -1.664 -0.569 0.388
H -0.220 2.592 -0.800 0.443
H -2.745 -0.173 -1.667 0.523
H -4.669 0.548 -3.284 0.405
```